No. 1
The following is a DFT calculation (ωB97M-V/def2-TZVPD) of a molecular structure, C2Na6O6 in a non-equilibrium geometry.

The value obtained for the HOMO-LUMO gap is 2.154 eV. The calculation puts the molar mass at 257.96 g/mol. Its total charge is +2. For the total energy, the calculation gives -40841.94757 eV. The calculation puts the HOMO energy at -9.65 eV. The calculation puts the relative energy (zero: lowest compared OMol25 entry of this formula, charge and spin) at 0.0 kJ/mol.

Atoms and positions in Å:
Na: 0.848497 3.475975 2.927594
Na: 1.983544 -0.187941 3.475001
Na: -2.782383 1.801134 0.804800
Na: -1.140635 -1.755552 -1.709197
Na: 1.463246 -2.098931 -0.100975
Na: -4.219934 -1.330071 1.744772
C: -0.446238 0.263159 1.293700
O: -1.554046 0.032192 1.721721
O: -0.219781 -0.536447 0.419240
O: 0.157487 1.211143 1.804238
C: 1.408983 -0.167945 -3.063012
O: 2.058190 0.784440 -3.676876
O: 1.669965 -0.572696 -1.891390
O: 0.773104 -0.918460 -3.749617

Atomic forces in eV per Å
-0.211 -0.470 -0.585
-0.334 0.157 -0.403
0.545 -0.209 0.108
0.850 0.873 -0.570
0.268 1.166 -0.929
0.488 -0.033 0.118
-1.036 -0.445 0.195
-9.791 0.541 4.605
5.645 -3.779 -5.566
4.525 3.430 1.541
5.325 2.274 -0.465
-1.465 -0.630 1.834
-0.025 0.079 3.114
-4.782 -2.955 -2.997

No. 2
The following is a DFT calculation (ωB97M-V/def2-TZVPD) of a single C3H4N2O2 molecule.

The value obtained for the HOMO-LUMO gap is 8.711 eV. The calculation puts the molar mass at 100.08 g/mol. For the total energy, the calculation gives -10251.03924 eV. The calculation puts the HOMO energy at -7.96 eV. The calculation puts the relative energy (zero: lowest compared OMol25 entry of this formula, charge and spin) at 118.3 kJ/mol.

Atoms and positions in Å:
O: 2.363605 0.661728 -0.273396
C: 1.096672 0.201520 -0.375184
C: 0.707898 -1.097193 -0.503811
N: -0.687403 -1.023658 -0.573555
C: -1.013772 0.275238 -0.476646
O: -2.311224 0.628474 -0.488496
N: 0.025659 1.063756 -0.361516
H: 2.304008 1.625592 -0.231096
H: 1.251670 -2.026858 -0.529623
H: -1.343573 -1.783245 -0.641340
H: -2.379862 1.478894 -0.037406

Atomic forces in eV per Å
-0.084 0.190 0.012
-0.069 -0.256 -0.027
0.163 0.096 0.007
-0.114 0.082 0.014
0.141 -0.176 0.037
0.053 0.105 0.125
-0.143 -0.225 0.017
0.038 -0.113 0.006
-0.065 0.156 -0.056
0.094 0.083 0.018
-0.014 0.060 -0.154

No. 3
The following is a DFT calculation (ωB97M-V/def2-TZVPD) of 3 unconnected molecules or ions with the total composition C5H8Cl2N3O in a non-equilibrium geometry.

The value obtained for the HOMO-LUMO gap is 9.157 eV. The calculation puts the molar mass at 197.05 g/mol. Its total charge is +1. For the total energy, the calculation gives -36869.73581 eV. The calculation puts the HOMO energy at -13.31 eV. The calculation puts the relative energy (zero: lowest compared OMol25 entry of this formula, charge and spin) at 25.4 kJ/mol.

Atoms and positions in Å:
C: 1.802561 1.715365 1.148854
C: 0.632681 -0.156752 1.323983
C: 0.723447 2.296879 0.332296
C: -0.418562 1.547453 0.091383
C: 0.203767 -1.576084 -3.065610
N: 1.738116 0.482239 1.568756
N: -0.424925 0.303145 0.553105
N: 0.509423 -1.373920 1.783528
O: 0.200432 -0.768444 -2.188644
Cl: -1.834346 1.959889 -0.735188
Cl: -3.001949 -1.553842 0.121383
H: 2.749470 2.125792 1.588449
H: 0.901109 3.288355 0.146243
H: -3.769077 -0.526374 0.358042
H: -0.704367 -2.075917 -3.221176
H: 0.819290 -1.656086 -3.983416
H: -1.253277 -0.281676 0.421184
H: 1.433099 -1.887117 2.069476
H: -0.306897 -1.862903 1.687361

Atomic forces in eV per Å
-0.787 0.131 -0.484
-1.751 -0.899 -1.397
1.261 -1.879 1.909
1.558 1.072 0.036
-0.968 0.892 -1.907
0.390 0.304 0.283
1.101 -0.679 1.594
4.496 -1.390 1.443
1.368 0.753 1.162
0.132 0.595 -0.182
-0.459 0.382 0.093
-1.148 0.878 -1.296
-0.384 2.249 -1.057
0.275 -0.512 -0.090
-1.543 -1.866 0.019
1.102 0.245 0.832
0.196 -0.064 -0.157
-2.693 1.428 -0.520
-2.145 -1.641 -0.279